The following is a quantum chemistry calculation of a 2-piece molecular cluster, H3O2PS overall, from the Open Molecules 2025 dataset.

Each line ends with the Löwdin charge.
Geometry (Å):
O: 2.2728 -0.9303 -0.2248  -0.61
O: -1.1544 1.1678 0.0663  -0.71
P: 2.7810 0.4202 -0.3423  0.76
S: -1.7587 -0.1521 -0.2346  0.75
H: -2.7233 -0.4089 0.7515  -0.06
H: 1.4611 1.0425 -0.4641  -0.14
H: -0.8786 -1.1392 0.4480  -0.01

Calculated values
DFT total energy ... -24264.702 eV
Energy above the lowest of the compared OMol25 structures with the same formula, charge and spin ... 451.2 kJ/mol
Frontier orbital gap ... 0.3203 Eh
F_max ... 2.9 eV Å⁻¹
Charge ... 0
Lowest unoccupied orbital energy ... -0.78 eV


The following is a quantum chemistry calculation of a 2-piece molecular cluster, C4H10O3 overall, from the Open Molecules 2025 dataset.

Each line ends with the Löwdin charge.
Geometry (Å):
C: 2.4320 -3.3809 1.1754  0.00
C: 2.5205 -2.4056 0.0398  -0.56
O: 2.7006 -1.2119 0.1329  0.08
O: 2.3703 -3.0322 -1.1569  0.07
H: 2.5557 -2.8573 2.1383  0.09
H: 3.2216 -4.1460 1.0870  0.09
H: 1.4512 -3.8855 1.1728  0.09
H: 2.4430 -2.3127 -1.8418  0.10
C: 0.1869 -0.2848 -2.6582  -0.09
C: 1.4614 0.0243 -3.4235  -0.31
O: 2.6036 -0.6387 -2.8790  -0.11
H: 0.0102 -1.3734 -2.6383  0.08
H: -0.6768 0.2031 -3.1406  0.08
H: 0.2612 0.0786 -1.6194  0.08
H: 1.3863 -0.3441 -4.4647  0.12
H: 1.6316 1.1174 -3.4646  0.11
H: 2.7138 -0.3284 -1.9560  0.07

Calculated values
DFT total energy ... -10453.171 eV
Energy above the lowest of the compared OMol25 structures with the same formula, charge and spin ... 7.0 kJ/mol
Frontier orbital gap ... 0.4201 Eh
F_max ... 1.2 eV Å⁻¹
Charge ... 0
SMILES ... CC(=O)O.CCO
Lowest unoccupied orbital energy ... 0.88 eV


The following is a quantum chemistry calculation of C16H20F3O4SSn as an isolated structure, from the Open Molecules 2025 dataset.

Each line ends with the Löwdin charge.
Geometry (Å):
Sn: -0.1740 0.1370 0.1366  1.32
C: 0.7148 -1.8072 1.6743  -0.21
C: -0.7222 -1.6695 1.6659  -0.24
C: -1.1886 -2.1116 0.3704  -0.22
H: -1.3572 -1.4690 2.5146  0.08
C: -0.0452 -2.5107 -0.3916  -0.19
C: 1.1189 -2.3157 0.4079  -0.19
H: 2.1416 -2.5338 0.1126  0.09
H: 1.3513 -1.6160 2.5298  0.09
H: -2.2296 -2.2481 0.1007  0.10
H: -0.0801 -2.9534 -1.3809  0.09
C: 1.6230 1.8083 0.7159  -0.23
C: 2.4794 0.7156 0.3658  -0.20
C: 2.3488 0.4730 -1.0294  -0.19
H: 3.1439 0.1948 1.0611  0.10
C: 1.4228 1.4183 -1.5613  -0.19
C: 0.9318 2.2270 -0.4759  -0.25
H: 0.2901 3.1048 -0.5606  0.10
H: 1.5951 2.3357 1.6675  0.10
H: 2.8844 -0.2800 -1.6099  0.09
H: 1.2077 1.5956 -2.6164  0.09
O: -1.1835 0.0159 -1.5768  -0.36
C: -0.8373 0.2970 -4.4478  -0.36
C: -2.0820 0.5037 -3.7202  -0.18
C: -0.3193 -1.0531 -4.6395  -0.08
C: -0.1686 1.4377 -5.0815  -0.10
C: -1.9011 1.0226 -2.2666  -0.29
H: -2.6582 -0.4326 -3.6554  0.12
H: -2.7145 1.2452 -4.2382  0.11
H: -1.3539 1.9905 -2.2720  0.10
H: -2.8839 1.1632 -1.7753  0.11
H: -0.7828 -1.5494 -5.5050  0.08
H: -0.4938 -1.6929 -3.7648  0.07
H: 0.7565 -1.0353 -4.8386  0.07
H: -0.5619 1.6424 -6.0885  0.08
H: 0.9022 1.2432 -5.2135  0.07
H: -0.2740 2.3688 -4.5107  0.08
F: -0.2897 2.1774 4.6098  0.13
C: -0.5820 1.1379 3.8144  -0.58
F: 0.5469 0.8073 3.1270  0.07
F: -0.8895 0.0651 4.5860  0.11
S: -1.9740 1.5168 2.5947  0.60
O: -2.8859 0.4042 2.6423  -0.29
O: -2.4260 2.8527 2.8886  -0.28
O: -1.2345 1.4963 1.2375  -0.44

Calculated values
DFT total energy ... -49922.792 eV
Frontier orbital gap (alpha / beta) ... 0.2256 / 0.2526 Eh
F_max ... 4.0 eV Å⁻¹
Charge ... -1
Lowest unoccupied orbital energy (alpha / beta) ... 2.95 / 2.72 eV


The following is a quantum chemistry calculation of a 6-piece molecular cluster, C43H53BrN6O4P overall, from the Open Molecules 2025 dataset.

Each line ends with the Löwdin charge.
Geometry (Å):
C: 3.3283 -4.3300 0.4439  0.06
C: 2.7072 -3.4277 1.2584  -0.11
C: 3.0746 -1.9898 1.1816  -0.13
C: 4.0160 -1.5129 2.0148  -0.06
N: 4.4168 -0.2382 1.9810  -0.14
P: 5.7243 0.1347 3.1804  0.63
O: 6.8222 1.0094 2.3760  -0.31
Br: 4.8202 1.5207 4.6669  0.38
C: 3.8684 0.6083 1.0889  -0.17
C: 4.3383 2.0423 1.0892  -0.12
C: 5.3785 2.3672 -0.0207  -0.14
C: 5.7501 1.1854 -0.9151  -0.26
O: 6.7053 1.7064 -1.8359  -0.06
C: 2.9017 0.1874 0.1964  -0.09
C: 2.3500 1.1530 -0.8121  -0.11
C: 0.8515 1.5809 -0.6033  -0.15
C: 0.2010 1.1981 0.7310  -0.18
C: -1.3453 1.4181 0.5882  -0.18
C: -2.1682 0.2966 1.2139  -0.22
C: -2.0220 -1.0849 0.5439  -0.23
C: -2.2991 -1.1198 -0.9632  -0.08
C: 2.5040 -1.1351 0.2517  0.03
C: 1.4457 -1.6559 -0.6996  -0.37
O: 1.1811 -1.0954 -1.7422  0.16
O: 0.7477 -2.7789 -0.3190  0.08
H: 2.7407 -4.9223 -0.2551  0.05
H: 4.4014 -4.5007 0.5269  0.08
H: 1.9722 -3.7643 1.9870  0.13
H: 4.4679 -2.1688 2.7451  0.13
H: 7.4183 0.3708 1.9538  0.07
H: 3.4441 2.6168 0.8562  0.12
H: 4.6441 2.3688 2.0789  0.05
H: 4.9820 3.1241 -0.6995  0.11
H: 6.3091 2.7644 0.3804  0.12
H: 6.2290 0.3914 -0.3257  0.11
H: 4.9041 0.8167 -1.4979  0.12
H: 6.8317 1.0702 -2.5461  0.10
H: 2.9483 2.0499 -0.9207  0.10
H: 2.3968 0.6485 -1.7755  0.12
H: 0.8428 2.6728 -0.6417  0.12
H: 0.2801 1.2514 -1.4673  0.10
H: 0.5113 1.8878 1.5164  0.11
H: 0.3250 0.1513 1.0095  0.09
H: -1.5736 1.5240 -0.4740  0.09
H: -1.6376 2.3665 1.0440  0.11
H: -3.2360 0.5399 1.2857  0.10
H: -1.8019 0.1766 2.2386  0.03
H: -1.0543 -1.5147 0.8080  0.08
H: -2.7658 -1.7289 1.0213  0.11
H: -1.6885 -1.9235 -1.3857  0.06
H: -2.0210 -0.2129 -1.5003  0.06
H: -3.3279 -1.3776 -1.2129  0.06
H: 1.0318 -3.4822 -0.9216  0.12
N: 3.9996 6.2129 -4.7778  0.06
C: 4.6098 5.0776 -4.4443  -0.16
C: 5.5578 4.9785 -3.4368  -0.08
C: 5.8942 6.1270 -2.7380  -0.09
C: 5.2722 7.3184 -3.0717  -0.07
C: 4.3347 7.3057 -4.0945  -0.15
H: 4.3176 4.2055 -5.0202  0.10
H: 6.0208 4.0272 -3.2063  0.08
H: 6.6311 6.0935 -1.9450  0.10
H: 5.5065 8.2375 -2.5524  0.10
H: 3.8205 8.2144 -4.3875  0.10
N: -5.4499 -2.4073 -3.3739  0.05
C: -6.5597 -2.1729 -2.6742  -0.16
C: -7.5976 -1.3689 -3.1197  -0.08
C: -7.4762 -0.7696 -4.3622  -0.08
C: -6.3298 -0.9983 -5.1048  -0.07
C: -5.3529 -1.8223 -4.5673  -0.16
H: -6.6113 -2.6595 -1.7061  0.10
H: -8.4766 -1.2175 -2.5082  0.10
H: -8.2636 -0.1338 -4.7466  0.11
H: -6.1950 -0.5493 -6.0792  0.10
H: -4.4406 -2.0313 -5.1155  0.10
N: 0.8117 -6.9172 -0.8779  0.04
C: 0.0731 -7.4838 0.0760  -0.16
C: -1.3035 -7.6299 -0.0006  -0.07
C: -1.9530 -7.1581 -1.1291  -0.07
C: -1.2047 -6.5642 -2.1321  -0.07
C: 0.1669 -6.4711 -1.9581  -0.17
H: 0.6217 -7.8362 0.9427  0.10
H: -1.8508 -8.1010 0.8040  0.10
H: -3.0268 -7.2521 -1.2263  0.11
H: -1.6729 -6.1829 -3.0291  0.11
H: 0.7928 -6.0176 -2.7210  0.10
N: -5.4979 2.1072 1.7680  0.05
C: -6.2660 1.6146 2.7391  -0.16
C: -7.6406 1.4680 2.6363  -0.07
C: -8.2555 1.8584 1.4583  -0.08
C: -7.4755 2.3747 0.4370  -0.07
C: -6.1081 2.4758 0.6422  -0.15
H: -5.7433 1.3247 3.6446  0.10
H: -8.2128 1.0593 3.4579  0.10
H: -9.3270 1.7618 1.3381  0.11
H: -7.9158 2.6921 -0.4983  0.10
H: -5.4587 2.8714 -0.1315  0.10
N: -0.5775 0.1256 3.7969  0.05
C: 0.3453 0.7705 4.5065  -0.15
C: 0.1414 1.2403 5.7940  -0.07
C: -1.0971 1.0314 6.3783  -0.07
C: -2.0723 0.3641 5.6560  -0.05
C: -1.7620 -0.0676 4.3756  -0.14
H: 1.2995 0.9142 4.0066  0.08
H: 0.9309 1.7563 6.3238  0.10
H: -1.2989 1.3836 7.3817  0.11
H: -3.0521 0.1813 6.0748  0.11
H: -2.4943 -0.5967 3.7745  0.11

Calculated values
DFT total energy ... -141903.276 eV
Energy above the lowest of the compared OMol25 structures with the same formula, charge and spin ... 91.9 kJ/mol
Frontier orbital gap ... 0.2435 Eh
F_max ... 2.1 eV Å⁻¹
Charge ... +1
Lowest unoccupied orbital energy ... -4.41 eV


The following is a quantum chemistry calculation of C4H5NO2 as an isolated structure, from the Open Molecules 2025 dataset.

Each line ends with the Löwdin charge.
Geometry (Å):
N: 0.5118 1.2483 1.0714  0.11
C: 0.1485 0.3011 0.0853  -0.34
C: -1.1433 0.1682 -0.6706  0.01
C: -0.6673 -0.9490 0.1859  -0.20
O: 0.2542 -1.7686 -0.5251  0.08
C: 1.1206 -0.6960 -0.5581  -0.40
O: 2.2765 -0.7305 -0.8303  0.16
H: 0.3426 2.2027 0.7819  0.09
H: 1.4936 1.1438 1.3082  0.09
H: -2.1028 0.2422 -0.2120  0.11
H: -1.1068 0.1030 -1.7514  0.12
H: -1.1275 -1.2651 1.1147  0.17

Calculated values
DFT total energy ... -9811.771 eV
Energy above the lowest of the compared OMol25 structures with the same formula, charge and spin ... 245.4 kJ/mol
Frontier orbital gap ... 0.3803 Eh
F_max ... 2.0 eV Å⁻¹
Charge ... 0
Lowest unoccupied orbital energy ... 0.93 eV